Below is a molecular structure, C27H40N10OS2Y, with properties calculated with wB97M-V/def2-TZVPD.

Last column: Löwdin charge in e.
Geometry (Å):
Y  0.3176  -0.5396  0.4694  1.317
C  -2.0336  0.5880  4.0029  -0.170
C  -1.5434  1.5133  2.9031  -0.226
N  -1.6590  0.9621  1.5262  -0.152
C  -3.0151  0.4750  1.2254  -0.199
C  -3.0929  -1.0368  1.2680  -0.197
N  -2.1538  -1.5735  0.2779  -0.107
C  -2.3329  -3.0179  0.0221  -0.200
C  -1.6125  -3.9197  1.0050  -0.155
C  -0.1158  -4.0419  0.7499  -0.194
N  0.7168  -2.9539  1.3105  -0.138
C  1.0241  -3.1499  2.7432  -0.234
C  0.0314  -2.5190  3.6936  -0.220
N  -0.2733  -1.1220  3.3492  -0.091
C  -1.0858  -0.5246  4.4305  -0.202
H  -2.2310  1.2060  4.8813  0.122
H  -3.0045  0.1725  3.7288  0.095
H  -2.1252  2.4382  2.9523  0.125
H  -0.5015  1.7906  3.0744  0.070
H  -1.4434  1.7435  0.9133  0.021
H  -3.7601  0.9136  1.8943  0.124
H  -3.2816  0.8093  0.2208  0.106
H  -2.8108  -1.4129  2.2521  0.105
H  -4.1214  -1.3599  1.0678  0.129
H  -2.3654  -1.1303  -0.6089  0.069
H  -3.4019  -3.2564  0.0148  0.120
H  -1.9462  -3.2075  -0.9786  0.104
H  -1.8166  -3.6031  2.0302  0.094
H  -2.0441  -4.9182  0.9124  0.123
H  0.2432  -4.9959  1.1482  0.118
H  0.0583  -4.0500  -0.3267  0.116
H  1.6143  -3.0167  0.8335  0.100
H  1.0996  -4.2180  2.9717  0.125
H  2.0047  -2.7146  2.9166  0.048
H  -0.9130  -3.0653  3.7121  0.102
H  0.4490  -2.6044  4.7052  0.131
H  0.6088  -0.6138  3.3438  0.006
H  -1.6738  -1.3248  4.8828  0.117
H  -0.4209  -0.1613  5.2206  0.127
N  4.9185  0.6372  1.3476  0.055
C  3.7168  0.2004  0.8478  -0.872
S  2.6095  -0.4499  2.0287  0.604
N  3.5418  0.3665  -0.4247  -0.011
N  2.2968  -0.0658  -0.9084  -0.093
C  2.2692  -0.0099  -2.1927  -0.090
C  1.1860  -0.4280  -3.0687  -0.170
C  1.2357  -0.0142  -4.4043  -0.048
C  0.2610  -0.3776  -5.3119  -0.088
C  -0.7666  -1.2205  -4.8808  -0.074
C  -0.8181  -1.6638  -3.5718  -0.029
C  0.1382  -1.2547  -2.6316  -0.375
O  0.0479  -1.6386  -1.3712  -0.259
H  5.1708  0.3181  2.2662  0.075
H  5.6639  0.7339  0.6775  0.097
H  3.1634  0.3860  -2.6736  0.126
H  2.0715  0.6020  -4.7225  0.112
H  0.3123  -0.0495  -6.3409  0.101
H  -1.5246  -1.5452  -5.5836  0.107
H  -1.6018  -2.3380  -3.2432  0.109
C  3.9182  3.5662  0.3158  -0.021
N  2.8967  3.3935  -0.7116  -0.100
C  3.0831  3.6670  -2.0562  -0.021
C  1.9278  3.3992  -2.6834  -0.030
N  1.0472  2.9402  -1.7051  -0.003
C  1.6494  2.9418  -0.4852  -0.698
S  0.9722  2.4940  0.9994  0.688
C  -0.3216  2.6502  -1.9707  -0.265
C  -1.0498  3.6082  -2.6548  0.021
C  -2.3272  3.2877  -3.0776  -0.027
C  -2.8091  2.0198  -2.8085  -0.028
C  -2.0057  1.1523  -2.0912  -0.128
N  -0.7819  1.4482  -1.6396  0.142
H  4.8577  3.1652  -0.0546  0.090
H  3.6183  3.0110  1.1975  0.050
H  4.0249  4.6215  0.5604  0.101
H  4.0255  4.0144  -2.4416  0.134
H  1.6504  3.4511  -3.7210  0.133
H  -0.6092  4.5760  -2.8526  0.128
H  -2.9214  4.0065  -3.6263  0.121
H  -3.7814  1.6961  -3.1534  0.118
H  -2.3443  0.1414  -1.9170  0.092

Calculated values
gap between HOMO and LUMO = 7.71 eV
relative energy (zero: lowest compared OMol25 entry of this formula, charge and spin) = 51.0 kJ/mol
total charge = +1
HOMO energy = -0.36424 hartree